Entry 1:
{
  "formula": "C42H41N5O22",
  "method": "the ωB97M-V functional and the def2-TZVPD basis",
  "smiles": "O=[N+]([O-])c1ccccc1.O=[N+]([O-])c1ccccc1.O=[N+]([O-])c1ccccc1.O=[N+]([O-])c1ccccc1.O=[N+]([O-])c1ccccc1.O=C1OCCO1.O=C1OCCO1.O=C1OCCO1.O=C1OCCO1",
  "spin_multiplicity": 1,
  "charge": 0,
  "lumo_ev": -1.23,
  "orbital_gap_ev": 8.55,
  "symbols": ["O", "N", "O", "C", "C", "C", "C", "C", "C", "H", "H", "H", "H", "H", "O", "N", "O", "C", "C", "C", "C", "C", "C", "H", "H", "H", "H", "H", "O", "N", "O", "C", "C", "C", "C", "C", "C", "H", "H", "H", "H", "H", "O", "N", "O", "C", "C", "C", "C", "C", "C", "H", "H", "H", "H", "H", "O", "N", "O", "C", "C", "C", "C", "C", "C", "H", "H", "H", "H", "H", "O", "C", "O", "C", "C", "O", "H", "H", "H", "H", "O", "C", "O", "C", "C", "O", "H", "H", "H", "H", "O", "C", "O", "C", "C", "O", "H", "H", "H", "H", "O", "C", "O", "C", "C", "O", "H", "H", "H", "H"],
  "coordinates": [[-7.54195, 0.56681, 1.26770], [-6.52958, 0.15347, 1.81772], [-6.23734, 0.22681, 2.99641], [-5.59593, -0.53160, 0.89469], [-4.23801, -0.27548, 1.01686], [-3.37793, -0.79278, 0.13239], [-3.86985, -1.72846, -0.83106], [-5.18736, -1.96164, -0.99236], [-6.07066, -1.35693, -0.12275], [-3.91086, 0.35539, 1.81970], [-2.33320, -0.59521, 0.05741], [-3.12358, -2.24452, -1.39757], [-5.53681, -2.64792, -1.76937], [-7.11984, -1.52903, -0.26562], [-2.95467, 0.97360, -2.81073], [-3.18924, -0.03789, -3.46577], [-4.18186, -0.25796, -4.11737], [-2.10093, -0.95136, -3.57766], [-1.11097, -0.95762, -2.67268], [-0.03925, -1.81423, -2.82187], [0.11381, -2.53740, -3.97268], [-0.94735, -2.55755, -4.85954], [-2.08147, -1.81148, -4.67239], [-1.21172, -0.27906, -1.83016], [0.66309, -1.87339, -1.96612], [0.94788, -3.23953, -4.11996], [-0.98901, -3.22503, -5.65216], [-2.97048, -1.98795, -5.31047], [4.94491, -1.44726, 2.22395], [5.00241, -0.24977, 2.07818], [5.93727, 0.36700, 1.58459], [3.84231, 0.58689, 2.54161], [3.02495, 0.06873, 3.54576], [1.94336, 0.78143, 3.97974], [1.69229, 2.04334, 3.47229], [2.60568, 2.54392, 2.48567], [3.71736, 1.87463, 2.02614], [3.03357, -0.99264, 3.85132], [1.37342, 0.35608, 4.83561], [0.90913, 2.67428, 3.85216], [2.33138, 3.47508, 1.99209], [4.38013, 2.14808, 1.21981], [-0.85828, -0.46921, 2.45828], [-1.04279, 0.65931, 2.06290], [-1.87029, 1.41039, 2.53105], [-0.26983, 1.03235, 0.87866], [-0.44201, 2.29036, 0.41691], [0.41100, 2.72285, -0.64219], [1.30468, 1.89909, -1.19510], [1.45592, 0.62358, -0.70437], [0.66682, 0.13288, 0.32762], [-1.11656, 2.96159, 0.91894], [0.24421, 3.78254, -0.95286], [1.99483, 2.27685, -1.95496], [2.26783, 0.03588, -1.12868], [0.72709, -0.83102, 0.77658], [-0.61275, -3.43045, 3.70709], [0.44351, -2.98580, 3.29927], [1.28171, -2.49769, 4.02940], [0.82999, -3.23509, 1.92737], [-0.08091, -3.94387, 1.13001], [0.29318, -4.15008, -0.18799], [1.58172, -3.85638, -0.59323], [2.48269, -3.27310, 0.26986], [2.10917, -2.92073, 1.54413], [-1.07364, -4.19368, 1.54501], [-0.41011, -4.69704, -0.77678], [1.92077, -4.07500, -1.61615], [3.43975, -3.05479, -0.13367], [2.69769, -2.26090, 2.15179], [-1.55800, 3.26894, 5.07007], [-2.50288, 2.56065, 5.17922], [-2.34216, 1.25408, 5.61803], [-3.57861, 0.60968, 5.58901], [-4.53726, 1.79569, 5.68441], [-3.76972, 2.85583, 5.02970], [-3.60445, 0.01612, 4.69098], [-3.64089, -0.02159, 6.49325], [-4.82915, 2.15680, 6.63498], [-5.43239, 1.57170, 5.10393], [-2.14714, 3.84103, -1.60148], [-3.23019, 3.41023, -1.57403], [-4.16269, 3.56097, -2.55167], [-5.42453, 2.92886, -2.28554], [-5.29493, 2.70754, -0.76027], [-3.90827, 2.93329, -0.49354], [-6.12069, 3.69853, -2.62259], [-5.46201, 2.02325, -2.88421], [-5.54833, 1.65045, -0.60581], [-5.82874, 3.45161, -0.24184], [5.72087, -2.24809, -1.87489], [4.92840, -1.86899, -2.70207], [3.90847, -1.08545, -2.45260], [3.32602, -0.52570, -3.67099], [3.81100, -1.66164, -4.62033], [5.02836, -2.11240, -4.05152], [2.21996, -0.40657, -3.61442], [3.81505, 0.46469, -3.84572], [3.99006, -1.51127, -5.69464], [3.07542, -2.53589, -4.49361], [5.88343, 2.68048, -3.63102], [6.36269, 2.23404, -2.63383], [6.82318, 0.93952, -2.61967], [7.25799, 0.62061, -1.32094], [7.49018, 2.03470, -0.73508], [6.55981, 2.84554, -1.46793], [6.40739, 0.20284, -0.76275], [8.08721, -0.12788, -1.25986], [8.50982, 2.40071, -0.90673], [7.32926, 2.12242, 0.33362]],
  "mulliken_charge": [-0.60, 1.12, -0.61, -0.20, 0.48, 0.12, -1.02, -0.70, -0.60, 0.48, -0.05, 0.62, 0.42, 0.48, -0.46, 1.17, -0.67, -0.53, 0.54, 0.33, -0.95, -0.87, -0.75, 0.20, 0.55, 0.37, 0.47, 0.47, -0.61, 1.06, -0.65, 0.45, -0.69, 0.00, -0.86, -0.16, -0.90, 0.59, 0.37, 0.56, 0.39, 0.50, -0.55, 1.80, -0.69, -0.23, -0.68, -1.16, -0.67, 1.06, 0.51, 0.65, 0.36, 0.65, 0.07, -0.96, -0.68, 1.21, -0.66, 0.40, -0.62, -0.25, -0.87, -0.50, -0.36, 0.49, 0.50, 0.42, 0.57, 0.28, -0.58, 0.79, -0.33, -0.05, -0.33, -0.36, 0.07, 0.32, 0.33, 0.19, -0.49, 0.77, -0.43, -0.39, 0.34, -0.25, 0.27, 0.16, -0.32, 0.40, -0.55, 0.34, -0.02, 0.11, -0.32, -0.37, 0.00, 0.25, 0.36, 0.07, -0.58, 0.72, -0.31, 0.23, -0.42, -0.34, -0.12, 0.35, 0.29, 0.26]
}

Entry 2:
{
  "formula": "C42H41N5O2P2PtSi",
  "method": "the ωB97M-V functional and the def2-TZVPD basis",
  "spin_multiplicity": 1,
  "charge": 2,
  "lumo_ev": [-7.16, -7.16],
  "orbital_gap_ev": [5.83, 5.83],
  "symbols": ["Pt", "C", "Si", "C", "C", "C", "C", "C", "C", "P", "C", "C", "C", "C", "C", "C", "C", "C", "C", "C", "C", "C", "C", "C", "C", "C", "C", "C", "P", "C", "C", "C", "C", "C", "C", "C", "C", "C", "C", "C", "C", "H", "H", "H", "H", "H", "H", "H", "H", "H", "H", "H", "H", "H", "H", "H", "H", "H", "H", "H", "H", "H", "H", "H", "H", "H", "H", "H", "H", "H", "H", "H", "N", "C", "C", "C", "O", "O", "H", "H", "H", "H", "H", "H", "N", "C", "N", "N", "C", "N", "H", "H", "H", "H"],
  "coordinates": [[-0.13959, -0.01809, 0.08692], [3.27332, -1.23021, -1.09137], [2.25672, 0.01152, -0.08880], [2.34203, 1.62330, -1.10724], [3.27740, 2.62453, -0.87088], [3.40906, 3.68251, -1.76011], [2.62954, 3.73287, -2.90804], [1.69550, 2.74059, -3.15841], [1.52616, 1.71199, -2.23220], [0.27888, 0.43124, -2.52971], [0.65423, -0.07322, -4.23507], [-0.34557, -0.24361, -5.19439], [0.00108, -0.48304, -6.51319], [1.33577, -0.59665, -6.87664], [2.33103, -0.49072, -5.91317], [1.99511, -0.24428, -4.59552], [-1.39588, 1.11774, -2.72078], [-2.41507, 0.16323, -2.65286], [-3.72609, 0.52153, -2.92993], [-4.01971, 1.83564, -3.27012], [-3.01058, 2.78801, -3.30887], [-1.69667, 2.43879, -3.02799], [2.99622, 0.27359, 1.62371], [4.36669, 0.12246, 1.83272], [4.90899, 0.23516, 3.10239], [4.07991, 0.46872, 4.19004], [2.71407, 0.61315, 4.00397], [2.17660, 0.53890, 2.72005], [0.39989, 0.89795, 2.50025], [0.31174, 2.69443, 2.58147], [-0.81826, 3.34631, 3.08650], [-0.89291, 4.72652, 3.05231], [0.14200, 5.46452, 2.49602], [1.26006, 4.82306, 1.98265], [1.34091, 3.44405, 2.01142], [-0.36895, 0.23825, 4.00207], [-0.76921, -1.09827, 3.97801], [-1.28604, -1.69174, 5.11688], [-1.40807, -0.95248, 6.28560], [-1.00761, 0.37593, 6.31448], [-0.49301, 0.97830, 5.17758], [4.19253, -0.76341, -1.44617], [2.71567, -1.58018, -1.96139], [3.54493, -2.10422, -0.49920], [3.92771, 2.57031, -0.00509], [4.14215, 4.45560, -1.57111], [2.75501, 4.54108, -3.61566], [1.10648, 2.76072, -4.06720], [-1.38825, -0.15452, -4.92627], [-0.77469, -0.57337, -7.26087], [1.59794, -0.77691, -7.90988], [3.36897, -0.59726, -6.19677], [2.77227, -0.15383, -3.84688], [-2.15730, -0.86709, -2.42388], [-4.51383, -0.21983, -2.89381], [-5.03908, 2.11463, -3.49928], [-3.24588, 3.81033, -3.57140], [-0.92317, 3.19412, -3.04459], [5.01520, -0.08059, 0.98877], [5.97458, 0.12148, 3.24794], [4.49423, 0.53829, 5.18654], [2.07819, 0.78848, 4.86014], [-1.64215, 2.77563, 3.49596], [-1.76603, 5.22792, 3.44654], [0.06510, 6.54121, 2.43886], [2.05860, 5.40518, 1.54344], [2.20162, 2.93946, 1.59656], [-0.65692, -1.66707, 3.05986], [-1.59048, -2.72961, 5.10222], [-1.81145, -1.41250, 7.17701], [-1.08650, 0.94494, 7.23061], [-0.17341, 2.01075, 5.20856], [-2.42745, -0.03190, 0.64821], [-2.95623, 1.18290, 1.26819], [-2.93737, 2.34870, 0.31217], [-1.52133, 2.92904, 0.03275], [-1.42842, 4.13625, -0.01667], [-0.56172, 2.09226, -0.18630], [-2.89130, -0.20849, -0.23955], [-2.56174, -0.83675, 1.24828], [-2.35243, 1.39933, 2.15104], [-3.99065, 1.03266, 1.59740], [-3.53702, 3.17117, 0.69438], [-3.32954, 2.05863, -0.66607], [-0.97866, -6.68436, 0.73126], [-1.44355, -5.43916, 0.78999], [-2.65849, -5.21557, 1.30691], [-0.65144, -4.48640, 0.34003], [-0.75982, -3.23586, 0.18622], [-0.74176, -2.09321, -0.05959], [-1.53146, -7.48376, 0.98844], [-0.07572, -6.83348, 0.31338], [-3.22741, -5.96782, 1.65658], [-3.03608, -4.28613, 1.33086]],
  "mulliken_charge": [5.39, -1.61, 0.15, 1.03, -0.59, -0.91, -1.01, -0.61, -0.10, -0.40, 0.78, -0.46, -0.82, -0.56, -0.83, -0.19, 1.28, -1.04, -0.49, -0.91, -0.58, -0.59, 0.41, -0.76, -0.94, -0.88, -0.86, 0.51, 0.69, 0.79, -0.29, -0.98, -0.76, -0.68, -0.80, 0.83, -0.92, -0.67, -0.67, -0.83, -0.27, 0.48, 0.41, 0.54, 0.52, 0.47, 0.47, 0.69, 0.36, 0.45, 0.41, 0.45, 0.30, 0.45, 0.47, 0.42, 0.46, 0.50, 0.42, 0.45, 0.46, 0.45, 0.44, 0.44, 0.42, 0.48, 0.30, 0.38, 0.45, 0.42, 0.46, 0.57, -0.84, -0.48, -0.53, 0.70, -0.64, -1.56, 0.18, 0.25, -0.12, 0.59, 0.57, -0.14, -0.38, 0.63, -0.32, -0.67, 0.57, -0.45, 0.20, 0.24, 0.21, 0.16]
}